(1)
ORCA calculation (wB97M-V/def2-TZVPD) on C41H36Br3Cl3N4O2Tc as an isolated structure at a distorted geometry.

The net charge is +2. The value obtained for the HOMO-LUMO gap (spin up / spin down) is 0.2390 / 0.2086 hartree. The spin multiplicity is 4.

Structure (XYZ):
```
90
C41H36Br3Cl3N4O2Tc, DFT wB97M-V/def2-TZVPD
Tc 0.2895 -0.1441 0.1055
C -0.4394 -3.1441 -2.0546
C 0.8044 -2.3585 -2.3484
C 1.5938 -2.8343 -3.4087
C 2.6737 -2.1381 -3.8645
C 2.9773 -0.8943 -3.2882
C 3.9987 -0.0235 -3.7444
Br 5.1330 -0.5470 -5.1462
C 4.1559 1.2124 -3.1903
C 3.3325 1.6215 -2.1296
Br 3.5030 3.3473 -1.4318
C 2.3825 0.7757 -1.6081
O 1.6164 1.0901 -0.5608
C 2.1754 -0.4779 -2.2102
N 1.1136 -1.2216 -1.7080
H -0.3053 -4.1787 -2.3642
H -1.2630 -2.7348 -2.6512
H -0.7225 -3.1380 -1.0138
H 1.3122 -3.7708 -3.8715
H 3.2789 -2.5195 -4.6772
H 4.9130 1.8859 -3.5686
Cl 0.5976 5.1356 5.7236
C 0.4011 3.9126 4.5355
C -0.8425 3.3470 4.3237
C -0.9843 2.3792 3.3537
Cl -2.5539 1.7067 3.1238
C 0.0807 1.9321 2.5462
O -0.1320 1.0155 1.5780
C 1.3252 2.5175 2.8239
Cl 2.7417 2.0304 1.9728
C 1.4838 3.4895 3.7930
H -1.6956 3.6589 4.9106
H 2.4642 3.9119 3.9683
C -1.2806 3.3498 -0.0324
C -0.8520 3.0439 -1.4431
C -0.4147 4.0878 -2.2517
C -0.1017 3.8848 -3.5828
C -0.2726 2.6289 -4.1428
C -0.7052 1.5549 -3.3778
C -0.9857 0.2401 -4.0637
C -0.9385 1.7730 -2.0107
N -1.2017 0.6154 -1.1483
C -2.3191 -0.0041 -1.1342
C -3.5285 0.4357 -1.8798
C -2.3735 -1.2492 -0.2727
C -3.5169 -2.1749 -0.4904
N -1.3639 -1.4706 0.4974
C -1.4530 -2.5480 1.4905
C -0.4889 -3.5769 1.5429
C 0.6693 -3.7894 0.5930
C -0.6168 -4.5601 2.5187
C -1.6535 -4.5581 3.4296
C -2.5970 -3.5521 3.3645
C -2.5317 -2.5488 2.4062
C -3.6559 -1.5450 2.4582
H -2.1092 4.0610 -0.0522
H -0.4699 3.8163 0.5317
H -1.6137 2.4714 0.5053
H -0.3330 5.0783 -1.8176
H 0.2478 4.7078 -4.1936
H -0.0895 2.4766 -5.2011
H -0.3988 0.1523 -4.9781
H -2.0402 0.1741 -4.3550
H -0.7644 -0.6116 -3.4353
H -3.3584 1.3909 -2.3677
H -4.3691 0.5301 -1.1861
H -3.8152 -0.3035 -2.6326
H -3.5833 -2.3812 -1.5634
H -4.4653 -1.7174 -0.2011
H -3.3979 -3.1094 0.0486
H 0.5093 -4.7013 0.0127
H 1.5867 -3.9334 1.1651
H 0.8400 -2.9774 -0.0961
H 0.1224 -5.3546 2.5435
H -1.7355 -5.3432 4.1719
H -3.4237 -3.5379 4.0670
H -3.7339 -1.1422 3.4657
H -4.6079 -2.0366 2.2414
H -3.5424 -0.7115 1.7780
Br 5.0253 -1.7635 4.6539
C 3.7086 -1.4943 3.3652
C 4.0530 -1.3797 2.0262
C 3.0537 -1.1356 1.1141
N 1.7643 -1.0081 1.4628
C 1.4373 -1.1547 2.7601
C 2.3752 -1.4011 3.7367
H 5.0799 -1.4700 1.7000
H 3.2898 -1.0490 0.0601
H 0.3895 -1.0715 3.0183
H 2.0714 -1.5108 4.7683
```

(2)
ORCA calculation (wB97M-V/def2-TZVPD) on C41H36N2O3P2V as an isolated structure at a distorted geometry.

The net charge is +2. The value obtained for the HOMO-LUMO gap (spin up / spin down) is 0.2141 / 0.2312 hartree. The spin multiplicity is 2.

Structure (XYZ):
```
85
C41H36N2O3P2V, DFT wB97M-V/def2-TZVPD
V 0.0348 -0.0116 -0.8868
O 1.5451 3.3203 -3.2710
C 1.3138 4.2707 -2.3344
C 1.7586 5.5495 -2.6520
C 1.5926 6.5832 -1.7591
C 0.9798 6.3729 -0.5185
C 0.5313 5.1179 -0.2005
C 0.6860 4.0440 -1.1013
C 0.1708 2.7396 -0.7207
O 0.3936 1.6446 -1.5204
N -0.5098 2.5593 0.3580
N -0.9439 1.2170 0.3853
C -2.0804 1.0049 0.9685
C -2.8837 -0.1832 0.8135
C -4.0708 -0.3523 1.5350
C -4.9028 -1.4101 1.2488
C -4.5727 -2.3012 0.2222
C -3.4099 -2.1495 -0.5142
C -2.5882 -1.0943 -0.1977
O -1.4141 -0.8413 -0.8697
H 1.2266 2.4614 -2.9771
H 2.2322 5.7016 -3.6146
H 1.9406 7.5743 -2.0252
H 0.8514 7.1928 0.1755
H 0.0437 4.9293 0.7464
H -2.4952 1.8517 1.5056
H -4.3220 0.3538 2.3195
H -5.8186 -1.5470 1.8098
H -5.2378 -3.1263 -0.0051
H -3.1413 -2.8256 -1.3177
C 3.0869 -2.4822 0.7698
C 3.5615 -1.0871 0.3839
P 2.3501 0.3022 0.2127
C 2.4456 1.1814 1.7864
C 2.7236 0.4514 2.9428
C 2.8567 1.1012 4.1610
C 2.7117 2.4804 4.2328
C 2.4075 3.2074 3.0900
C 2.2648 2.5627 1.8711
C 3.2367 1.2311 -1.0838
C 3.1295 0.7068 -2.3779
C 3.8305 1.2634 -3.4291
C 4.6495 2.3655 -3.1966
C 4.7636 2.8882 -1.9203
C 4.0607 2.3219 -0.8566
C 2.3416 -3.1402 -0.3916
P 0.6874 -2.4199 -0.6321
C 0.0821 -3.2865 -2.1086
C -0.4290 -2.5745 -3.1980
C -0.8452 -3.2284 -4.3479
C -0.7563 -4.6108 -4.4234
C -0.2218 -5.3312 -3.3637
C 0.2048 -4.6750 -2.2177
C -0.1704 -2.9230 0.8788
C -0.2269 -2.0005 1.9273
C -0.7678 -2.3577 3.1538
C -1.2596 -3.6420 3.3389
C -1.2160 -4.5613 2.2974
C -0.6714 -4.2074 1.0711
H 2.4564 -2.4686 1.6614
H 3.9595 -3.0849 1.0187
H 4.0542 -1.1392 -0.5810
H 4.2976 -0.7045 1.0894
H 2.8369 -0.6274 2.9088
H 3.0834 0.5290 5.0521
H 2.8410 2.9886 5.1810
H 2.2859 4.2831 3.1425
H 2.0371 3.1479 0.9926
H 2.5073 -0.1634 -2.5681
H 3.7448 0.8471 -4.4258
H 5.1980 2.8108 -4.0172
H 5.4064 3.7415 -1.7385
H 4.1775 2.7308 0.1386
H 2.1789 -4.1998 -0.1981
H 2.9000 -3.0518 -1.3243
H -0.5013 -1.4952 -3.1804
H -1.2355 -2.6593 -5.1832
H -1.0897 -5.1263 -5.3159
H -0.1234 -6.4083 -3.4318
H 0.6534 -5.2574 -1.4225
H 0.1618 -0.9969 1.7996
H -0.8018 -1.6371 3.9631
H -1.6739 -3.9298 4.2983
H -1.6053 -5.5614 2.4405
H -0.6614 -4.9338 0.2694
```

(3)
ORCA calculation (wB97M-V/def2-TZVPD) on C41H37BCaN4O7S2Se as an isolated structure at a distorted geometry.

The net charge is -2. The value obtained for the HOMO-LUMO gap is 0.2291 hartree.

Structure (XYZ):
```
94
C41H37BCaN4O7S2Se, DFT wB97M-V/def2-TZVPD
Ca -1.0490 -0.8314 0.4638
O -2.4401 -4.2531 2.4068
C -2.1074 -3.1314 2.0486
O -1.2226 -2.8733 1.1413
C -2.7357 -1.8333 2.7203
O -3.4971 -1.9635 3.6689
O -2.3392 -0.7348 2.1873
S -3.7571 -0.9756 -1.3489
C -2.7419 -0.2519 -2.4817
N -1.5672 0.2813 -2.2340
C -1.0139 0.8806 -3.3390
C 0.1678 1.6233 -3.3320
C 0.6352 2.1607 -4.5191
C -0.0623 1.9790 -5.7162
C -1.2623 1.2792 -5.7281
C -1.7406 0.7490 -4.5375
S -3.2110 -0.1077 -4.2020
H 0.6811 1.7718 -2.3889
H 1.5545 2.7351 -4.5177
H 0.3207 2.4037 -6.6368
H -1.8222 1.1609 -6.6486
C 1.2296 -1.7988 -3.9162
C -0.0953 -2.5108 -3.9000
C -0.7337 -2.8453 -5.0874
C -1.9141 -3.5701 -5.0756
C -2.4567 -3.9747 -3.8671
C -1.8566 -3.6548 -2.6524
C -2.4728 -4.1082 -1.3595
C -0.6796 -2.9022 -2.6933
N -0.0303 -2.4913 -1.4921
C 0.9214 -3.1915 -1.0394
C 1.3455 -4.5217 -1.6092
C 1.7476 -2.6462 0.1110
C 2.9886 -3.4238 0.4665
N 1.3988 -1.5672 0.6775
C 2.2615 -1.0031 1.6644
C 3.2111 -0.0755 1.2318
C 3.2961 0.3071 -0.2197
C 4.0468 0.5003 2.1800
C 3.9471 0.1547 3.5191
C 2.9853 -0.7565 3.9205
C 2.1082 -1.3365 3.0085
C 0.9955 -2.2313 3.4776
H 1.3461 -1.2234 -4.8353
H 2.0559 -2.5168 -3.8547
H 1.3231 -1.1138 -3.0761
H -0.2983 -2.5169 -6.0250
H -2.4166 -3.8081 -6.0055
H -3.3810 -4.5413 -3.8488
H -3.0311 -5.0330 -1.5168
H -3.1627 -3.3480 -0.9884
H -1.7465 -4.2538 -0.5622
H 0.6475 -4.8462 -2.3762
H 1.3732 -5.2732 -0.8193
H 2.3440 -4.4627 -2.0474
H 2.7118 -4.4210 0.8126
H 3.5532 -2.9268 1.2502
H 3.6285 -3.5470 -0.4092
H 2.3634 0.7824 -0.5347
H 3.4482 -0.5638 -0.8629
H 4.1221 0.9999 -0.3832
H 4.7775 1.2341 1.8582
H 4.6007 0.6143 4.2502
H 2.8829 -1.0093 4.9701
H 1.2831 -2.7582 4.3887
H 0.6798 -2.9554 2.7280
H 0.1067 -1.6309 3.6984
Se -2.2348 2.7688 -0.5668
C -2.2305 4.4092 0.4447
C -2.9633 4.5108 1.6223
C -2.9873 5.7043 2.3288
C -2.2936 6.8099 1.8529
C -1.5687 6.7149 0.6729
C -1.5350 5.5162 -0.0272
H -3.4863 3.6389 1.9954
H -3.5433 5.7697 3.2564
H -2.3171 7.7439 2.4024
H -1.0157 7.5716 0.3052
H -0.9465 5.4213 -0.9310
O 0.3395 1.8098 0.1111
N -1.1553 1.6367 0.4080
O 0.1878 1.1663 2.5272
B -0.1422 2.0879 1.4356
O -0.0631 3.4324 2.0003
C 0.2300 3.2816 3.3066
C 0.3853 4.2635 4.2573
C 0.6643 3.8602 5.5710
C 0.7677 2.5175 5.8951
C 0.6097 1.5226 4.9200
C 0.3577 1.9237 3.6294
H 0.2757 5.3072 3.9895
H 0.7855 4.6108 6.3433
H 0.9664 2.2261 6.9197
H 0.6680 0.4719 5.1675
```

(4)
ORCA calculation (wB97M-V/def2-TZVPD) on C41H37BF3N11O4RuS as an isolated structure.

The net charge is +1. The value obtained for the HOMO-LUMO gap (spin up / spin down) is 0.2012 / 0.2180 hartree. The spin multiplicity is 6.

Structure (XYZ):
```
99
C41H37BF3N11O4RuS, DFT wB97M-V/def2-TZVPD
Ru 0.2969 0.7522 1.3062
S -3.8763 7.0667 0.4103
N -3.4543 6.2914 1.7607
C -2.7778 5.2155 1.3924
C -2.2081 4.2258 2.2915
C -2.3297 4.2718 3.6568
C -1.7627 3.2494 4.4345
C -1.0812 2.2407 3.7996
N -0.9308 2.1812 2.4653
C -1.4997 3.1530 1.6808
C -1.3774 3.0202 0.2844
N -0.7046 1.9061 -0.2133
C -0.5595 1.8022 -1.5685
C -1.0878 2.6875 -2.4571
C -1.8064 3.8066 -1.9681
C -1.9402 3.9670 -0.6174
C -2.6487 5.0884 -0.0133
N -3.2305 6.0709 -0.6817
H -2.8654 5.0938 4.1123
H -1.8445 3.2464 5.5105
H -0.6250 1.4380 4.3615
H 0.0062 0.9520 -1.9199
H -0.9389 2.5316 -3.5147
H -2.2377 4.5375 -2.6376
F 1.5730 0.7116 3.9081
C 1.9656 0.8909 2.6228
F 2.5540 2.0919 2.5862
F 2.9157 -0.0545 2.4026
C -2.9867 -0.3146 1.8988
C -1.9856 -0.9985 2.7614
N -0.6845 -0.7605 2.7987
C -0.1459 -1.6254 3.7318
C -1.1338 -2.3860 4.2574
N -2.2980 -1.9711 3.6464
C -3.6090 -2.5750 3.8422
N -3.5355 -3.9970 3.7068
N -3.8080 -4.7885 4.7778
N -3.6323 -6.0058 4.4628
C -3.2151 -6.0648 3.1472
C -2.8824 -7.1650 2.3534
C -2.4773 -6.9050 1.0666
C -2.3970 -5.5851 0.5742
C -2.7217 -4.4894 1.3434
C -3.1430 -4.7667 2.6488
H -2.5150 0.4982 1.3503
H -3.7888 0.1194 2.4976
H -3.4309 -0.9942 1.1685
H 0.9031 -1.6342 3.9661
H -1.1261 -3.1651 4.9987
H -4.2917 -2.1445 3.1105
H -3.9808 -2.3758 4.8466
H -2.9447 -8.1704 2.7441
H -2.2098 -7.7240 0.4137
H -2.0634 -5.4356 -0.4434
H -2.6470 -3.4792 0.9581
O -4.2393 -1.1225 -1.2063
C -4.0268 -2.3329 -1.9100
N -3.2726 -2.1848 -3.1223
C -1.9140 -2.1223 -3.2249
O -1.3407 -2.0188 -4.2859
C -1.1089 -2.2385 -1.9576
C -0.2007 -3.2746 -1.7915
C 0.6051 -3.2883 -0.6655
C 0.5231 -2.2302 0.2198
N -0.3127 -1.2042 0.0358
C -1.1305 -1.2213 -1.0170
H -4.8162 -0.5507 -1.7255
H -4.9769 -2.8098 -2.1569
H -3.4847 -2.9768 -1.2179
H -3.7585 -2.0709 -4.0004
H -0.1301 -4.0575 -2.5359
H 1.3047 -4.0910 -0.4829
H 1.1593 -2.1872 1.0967
H -1.8228 -0.3965 -1.1096
C 7.5527 2.5863 -2.6039
C 6.3996 2.5399 -3.6150
C 6.9047 1.8691 -4.8921
C 5.9620 3.9697 -3.9591
C 5.2191 1.7900 -2.9948
C 4.6892 0.6294 -3.5638
C 3.6164 -0.0677 -3.0062
C 3.0965 0.4528 -1.8496
O 2.0376 -0.0150 -1.0739
B 1.9373 0.9063 -0.0507
O 2.8787 1.8952 -0.1251
C 3.6012 1.6019 -1.2752
C 4.6558 2.2923 -1.8134
H 8.4021 3.1212 -3.0313
H 7.8812 1.5799 -2.3409
H 7.2668 3.0988 -1.6852
H 7.7454 2.4392 -5.2883
H 6.1360 1.8357 -5.6656
H 7.2552 0.8528 -4.7059
H 6.7904 4.5140 -4.4147
H 5.6503 4.5225 -3.0726
H 5.1293 3.9635 -4.6639
H 5.1181 0.2431 -4.4757
H 3.2174 -0.9614 -3.4639
H 5.0262 3.1871 -1.3348
```

(5)
ORCA calculation (wB97M-V/def2-TZVPD) on C41H37Br5F3LaN4O6PS4 as an isolated structure at a distorted geometry.

The net charge is -1. The value obtained for the HOMO-LUMO gap is 0.2398 hartree.

Structure (XYZ):
```
102
C41H37Br5F3LaN4O6PS4, DFT wB97M-V/def2-TZVPD
La 0.2309 0.8531 0.0495
Br -1.1752 7.5975 0.6365
C -0.1724 6.0099 0.4158
C 1.0957 5.8888 0.9571
Br 1.8838 7.3171 1.9113
C 1.7794 4.6708 0.8224
Br 3.5014 4.4163 1.5565
C 1.2356 3.5662 0.1682
O 1.8098 2.3767 0.1163
C -0.0595 3.7072 -0.4424
O -0.5682 2.6710 -1.0663
C -0.7218 4.9260 -0.2830
Br -2.4835 4.9817 -0.9815
Br 0.8513 6.0702 6.1851
C 0.1959 4.9706 4.7845
C 0.8615 3.8004 4.4674
C 0.3825 3.0097 3.4366
C -0.7706 3.3666 2.7516
C -1.4187 4.5549 3.0741
C -0.9327 5.3657 4.0880
N -1.2654 2.4979 1.7315
C -2.5114 2.3016 1.7267
C -3.1918 1.4536 0.7319
C -4.5686 1.3237 0.7998
C -5.2247 0.5805 -0.1668
C -4.4802 0.0125 -1.1831
C -3.1031 0.1745 -1.1611
N -2.4637 0.8551 -0.2157
H 1.7572 3.5077 4.9999
H 0.9085 2.0986 3.1730
H -2.2889 4.8713 2.5073
H -1.4173 6.3064 4.3169
H -3.1597 2.7672 2.4660
H -5.1083 1.7999 1.6102
H -6.3001 0.4578 -0.1302
H -4.9403 -0.5629 -1.9745
H -2.4912 -0.2716 -1.9375
C 1.4257 -4.3757 2.2731
C 1.8910 -3.2166 3.0936
C 2.1022 -3.2322 4.4370
C 2.4686 -2.0197 5.0578
N 2.6934 -0.9021 4.3915
C 2.5217 -0.8919 3.0485
S 2.8100 0.4402 2.0628
N 2.1233 -2.0611 2.4414
C 2.5703 -1.9577 6.5510
H 1.1336 -5.2033 2.9168
H 2.2193 -4.7085 1.5997
H 0.5709 -4.0911 1.6491
H 1.9111 -4.1260 5.0159
H 1.9257 -2.0013 1.4459
H 3.1115 -2.8186 6.9469
H 1.5567 -1.9772 6.9626
H 3.0530 -1.0335 6.8581
C 3.8592 0.2472 -1.5363
C 3.2569 1.0779 -2.6353
O 1.8287 1.0261 -2.6716
C 1.4077 1.7709 -3.8087
C -0.0931 1.7713 -3.9702
H 4.9476 0.2702 -1.6350
H 3.5266 -0.7880 -1.5956
H 3.6057 0.6476 -0.5613
H 3.6285 0.7277 -3.6067
H 3.5577 2.1244 -2.5190
H 1.8758 1.3317 -4.6981
H 1.7741 2.8006 -3.7223
H -0.4810 0.7540 -4.0553
H -0.3479 2.3175 -4.8816
H -0.5730 2.2593 -3.1253
F -1.7307 -3.1358 2.6260
C -2.1504 -1.9242 2.2653
F -3.4467 -1.8170 2.5729
F -2.0449 -1.8217 0.9382
S -1.1578 -0.5958 3.1259
O -0.5114 -1.2944 4.1995
O -2.1512 0.3714 3.4983
O -0.2263 -0.1699 2.0451
S -0.6161 -4.7579 -0.5784
P -0.0952 -3.2838 -1.7646
S 0.9303 -1.7417 -0.9491
C -1.5255 -2.7091 -2.7523
C -1.3215 -1.8559 -3.8337
C -2.3767 -1.5219 -4.6689
C -3.6397 -2.0596 -4.4412
C -3.8437 -2.9162 -3.3674
C -2.7890 -3.2361 -2.5177
C 0.9718 -3.8860 -3.1377
C 0.6546 -5.1103 -3.7269
C 1.3677 -5.5606 -4.8295
C 2.4066 -4.7947 -5.3479
C 2.7365 -3.5853 -4.7532
C 2.0205 -3.1297 -3.6501
H -0.3297 -1.4597 -4.0213
H -2.2148 -0.8504 -5.5042
H -4.4594 -1.8175 -5.1076
H -4.8239 -3.3463 -3.1941
H -2.9306 -3.9039 -1.6756
H -0.1433 -5.7085 -3.3002
H 1.1141 -6.5118 -5.2854
H 2.9632 -5.1441 -6.2106
H 3.5531 -2.9924 -5.1478
H 2.2725 -2.1857 -3.1776
```

What did we get for M? Answer: 1060.8 717.6 891.8 948.8 1436.4 g/mol, in the order shown.
What did we get for energy above the lowest of the compared OMol25 structures with the same formula, charge and spin? Answer: 0.2313 0.0000 0.4994 0.0000 0.2887 eV, in the order shown.